1.
13
Properties=species:S:1:pos:R:3 method="wB97M-V/def2-TZVPD" max_force_ev_per_a=4.30 gap_ev=8.68 lumo_ev=0.0 e_above_lowest_ev=2.8257 multiplicity=1 total_energy_ev=-29089.9172
C -0.278 -0.103 1.799
C 0.089 0.972 0.776
C 0.303 1.036 -0.495
C 0.084 -0.224 -1.316
H -0.669 -1.155 1.493
H 0.413 -0.066 2.579
H -1.175 0.274 2.304
H 0.572 2.070 -0.977
H 0.448 -0.257 -2.408
H -0.467 -3.784 -1.083
N -0.593 -1.209 -0.748
S -0.512 -2.445 -1.955
Cl 0.708 2.377 1.767


2.
15
Properties=species:S:1:pos:R:3 method="wB97M-V/def2-TZVPD" max_force_ev_per_a=4.55 gap_ev=10.69 lumo_ev=-3.8 e_above_lowest_ev=2.4364 charge=+1 multiplicity=1 total_energy_ev=-8276.6375
C 0.782 0.439 -0.965
C -0.168 -0.134 -0.015
N 0.252 -1.294 0.765
N -0.521 0.989 0.986
C -1.620 -0.586 -0.590
O -2.591 -0.012 -0.157
H 1.755 0.675 -0.497
H 0.250 1.173 -1.543
H 1.032 -0.237 -1.659
H 0.250 -2.133 0.208
H -0.292 -1.518 1.578
H 0.330 1.510 0.975
H -0.628 0.645 1.919
H -1.531 1.276 0.625
H -1.742 -1.388 -1.211


3.
16
Properties=species:S:1:pos:R:3 method="wB97M-V/def2-TZVPD" max_force_ev_per_a=6.54 gap_ev="7.87 / 7.87" lumo_ev="0.0 / 0.0" e_above_lowest_ev=3.6323 multiplicity=1 total_energy_ev=-24317.7128
C -1.464 1.785 0.620
C -0.945 1.074 1.630
C 0.173 -0.219 0.219
C 1.023 -1.359 0.282
C 0.142 0.396 -2.205
N -1.121 1.547 -0.653
N -0.211 0.490 -0.823
N 1.175 -1.882 1.489
O 1.554 -1.788 -0.716
Cl -1.019 0.897 3.262
H -2.301 2.454 0.784
H -0.354 -0.512 -2.562
H -0.173 1.297 -2.828
H 1.112 0.254 -2.366
H 0.651 -1.670 2.289
H 1.759 -2.763 1.578


4.
97
Properties=species:S:1:pos:R:3 method="wB97M-V/def2-TZVPD" max_force_ev_per_a=0.96 gap_ev=9.49 lumo_ev=0.5 multiplicity=1 total_energy_ev=-72832.8746
C -0.638 -7.273 0.163
O -0.146 -6.172 -0.564
C 1.270 -6.111 -0.509
C 1.782 -4.892 -1.264
C 1.836 -3.627 -0.388
C 0.445 -3.060 -0.121
C 0.446 -1.642 0.454
C 1.130 -1.485 1.820
C 0.135 -1.527 2.986
C 0.237 -2.806 3.838
O 0.615 -3.963 3.105
O 1.753 -0.161 1.912
C 3.010 -0.071 1.432
O 3.434 -0.721 0.513
C 3.856 0.898 2.234
C 4.122 0.286 3.594
C 3.202 0.446 4.627
C 3.425 -0.154 5.859
C 4.569 -0.916 6.058
C 5.491 -1.077 5.036
C 5.268 -0.476 3.802
H -1.724 -7.258 0.103
H -0.253 -8.212 -0.255
H -0.311 -7.224 1.210
H 1.694 -7.041 -0.910
H 1.579 -6.029 0.546
H 1.142 -4.688 -2.124
H 2.795 -5.117 -1.606
H 2.316 -3.910 0.553
H 2.427 -2.874 -0.913
H -0.115 -3.743 0.524
H -0.103 -2.994 -1.064
H 0.978 -0.994 -0.247
H -0.583 -1.279 0.512
H 1.896 -2.243 1.970
H 0.335 -0.688 3.658
H -0.893 -1.421 2.634
H -0.735 -2.980 4.315
H 0.970 -2.692 4.637
H -0.113 -4.225 2.534
H 3.340 1.854 2.348
H 4.779 1.067 1.685
H 2.310 1.032 4.441
H 2.691 -0.030 6.646
H 4.736 -1.396 7.014
H 6.377 -1.681 5.176
H 5.966 -0.607 2.983
O -0.082 -2.849 -3.240
C -0.458 -1.747 -3.496
O -0.066 -1.027 -4.561
C -0.895 0.149 -4.638
C -1.359 0.305 -3.208
O -1.334 -1.051 -2.734
H -0.319 0.998 -4.995
H -1.720 -0.037 -5.316
H -0.672 0.898 -2.602
H -2.360 0.720 -3.127
O -2.350 2.891 -5.816
C -2.652 2.475 -6.886
O -3.920 2.269 -7.310
C -3.888 1.983 -8.710
C -2.475 1.465 -8.899
O -1.767 2.139 -7.854
H -4.654 1.254 -8.961
H -4.071 2.907 -9.262
H -2.400 0.389 -8.735
H -2.044 1.715 -9.865
O -2.197 5.091 1.593
C -1.465 4.314 2.113
O -1.556 3.917 3.404
C -0.653 2.824 3.607
C 0.358 3.037 2.500
O -0.421 3.709 1.501
H -0.221 2.870 4.603
H -1.203 1.887 3.493
H 1.174 3.693 2.808
H 0.770 2.110 2.112
O 2.939 4.729 4.750
C 2.484 5.804 4.527
O 2.936 6.650 3.575
C 1.993 7.720 3.436
C 1.299 7.710 4.785
O 1.426 6.339 5.178
H 2.510 8.649 3.217
H 1.313 7.482 2.616
H 1.809 8.333 5.521
H 0.251 7.991 4.738
O -3.783 -0.285 -5.436
C -4.807 -0.197 -4.837
O -5.149 0.855 -4.066
C -6.523 0.714 -3.692
C -6.734 -0.783 -3.825
O -5.778 -1.133 -4.833
H -6.678 1.090 -2.685
H -7.134 1.287 -4.390
H -6.489 -1.323 -2.909
H -7.735 -1.056 -4.147


5.
39
Properties=species:S:1:pos:R:3 method="wB97M-V/def2-TZVPD" max_force_ev_per_a=0.38 gap_ev=10.77 lumo_ev=-0.4 e_above_lowest_ev=3.1520 multiplicity=1 total_energy_ev=-27038.7950
O -3.436 -2.777 -0.545
H -4.307 -3.168 -0.471
H -3.225 -2.834 -1.477
O 4.344 1.261 0.050
H 5.240 1.592 -0.007
H 4.042 1.535 0.917
O -2.480 3.787 -2.094
H -2.328 4.236 -1.262
H -1.836 3.079 -2.105
O -3.844 -2.177 3.496
H -4.197 -1.288 3.550
H -3.881 -2.393 2.565
O -2.129 4.233 2.205
H -1.583 5.014 2.299
H -1.524 3.553 1.906
O 2.065 3.212 -3.217
H 2.671 2.578 -2.833
H 1.864 3.816 -2.501
O 4.489 -2.137 -2.780
H 5.171 -1.988 -3.434
H 4.465 -1.328 -2.269
O 2.603 1.869 3.716
H 2.257 2.027 4.594
H 2.882 2.732 3.409
O -0.581 0.403 -0.318
H -1.190 -0.333 -0.277
H 0.259 0.036 -0.044
O 4.506 -2.616 1.693
H 4.461 -1.661 1.641
H 5.215 -2.856 1.098
O 0.606 -3.397 2.423
H 0.260 -2.650 2.909
H 1.536 -3.201 2.310
O -6.198 -0.085 0.053
H -5.386 0.212 -0.356
H -6.444 -0.867 -0.441
O -1.723 -2.436 -4.519
H -1.229 -3.221 -4.755
H -1.413 -1.765 -5.128


6.
16
Properties=species:S:1:pos:R:3 method="wB97M-V/def2-TZVPD" max_force_ev_per_a=6.63 gap_ev=9.83 lumo_ev=0.9 e_above_lowest_ev=4.5890 multiplicity=1 total_energy_ev=-9431.6533
O -2.400 0.166 0.006
C -0.996 0.084 -0.090
C -0.323 -1.244 -0.617
C 0.973 -1.000 -0.551
C 1.190 0.018 0.390
C 0.804 1.383 -0.247
C -0.417 1.230 -0.681
C -0.180 -0.044 1.306
H -2.446 -0.852 0.031
H -0.574 -2.079 -1.151
H 1.890 -1.368 -1.137
H 2.167 0.046 1.009
H 1.570 2.102 -0.687
H -0.898 1.817 -1.494
H -0.076 0.786 2.001
H -0.284 -1.047 1.913


7.
12
Properties=species:S:1:pos:R:3 method="wB97M-V/def2-TZVPD" max_force_ev_per_a=3.15 gap_ev=10.01 lumo_ev=0.6 e_above_lowest_ev=3.3740 multiplicity=1 total_energy_ev=-19061.3552
C 2.611 -0.620 0.234
C 1.571 -0.228 0.682
C 0.287 0.198 1.309
C 0.080 1.629 1.286
N -0.141 2.775 1.265
S -1.154 -0.592 0.575
N -1.039 0.088 -1.034
C -1.771 -0.549 -1.879
H 3.583 -0.919 -0.176
H 0.291 -0.143 2.338
H -2.460 -1.401 -1.628
H -1.858 -0.237 -2.973


8.
15
Properties=species:S:1:pos:R:3 method="wB97M-V/def2-TZVPD" max_force_ev_per_a=3.51 gap_ev=10.43 lumo_ev=-3.7 e_above_lowest_ev=1.7766 charge=+1 multiplicity=1 total_energy_ev=-6699.2624
C 0.151 0.157 -2.044
N 0.856 -1.049 -1.273
H 0.731 0.361 -3.054
H 0.375 1.034 -1.461
H -0.954 -0.134 -2.202
H 0.636 -1.747 -1.933
H 1.813 -0.790 -1.246
H 0.355 -1.310 0.423
N -0.827 1.166 2.411
C -0.126 0.461 1.449
N -0.371 -0.776 1.012
H -0.477 2.145 2.595
H -1.496 0.740 3.033
H 0.573 1.087 0.877
H -1.240 -1.347 1.414


9.
74
Properties=species:S:1:pos:R:3 method="wB97M-V/def2-TZVPD" max_force_ev_per_a=3.43 gap_ev="4.26 / 3.96" lumo_ev="2.3 / 2.3" e_above_lowest_ev=0.7309 charge=-1 multiplicity=1 total_energy_ev=-65449.3224
O -0.870 0.309 -1.690
C -1.578 0.985 -2.492
C -0.950 1.482 -3.730
C 0.365 2.042 -3.678
H 0.941 2.064 -2.729
C 0.889 2.631 -4.827
H 1.805 3.227 -4.760
C 0.240 2.519 -6.072
H 0.614 3.044 -6.961
C -0.888 1.712 -6.159
H -1.339 1.542 -7.133
C -1.465 1.159 -5.013
H -2.295 0.454 -5.152
H -2.991 0.955 -2.700
C -3.254 3.115 -1.817
C -2.973 1.627 -1.748
H -3.885 3.324 -0.927
H -3.811 3.402 -2.732
H -2.292 3.661 -1.761
C -3.070 0.898 -0.587
C -3.751 1.199 0.678
H -2.480 -0.008 -0.506
H -4.472 2.041 0.731
H -2.982 1.341 1.458
H -4.244 0.277 1.007
Sr 1.205 -0.605 -0.894
Cl 2.405 1.976 -0.327
Cl 1.126 -2.012 -3.244
H 4.891 0.162 -3.870
H 6.066 1.662 -2.325
C 4.110 0.198 -3.099
C 5.611 1.226 -1.427
N 4.757 0.105 -1.794
H 3.388 -0.613 -3.257
C 4.483 -0.786 -0.825
O 3.566 -1.637 -0.848
H 6.370 0.838 -0.731
H 5.152 -0.674 0.059
H 3.609 1.166 -3.208
H 5.006 1.983 -0.904
H -1.518 -5.264 1.249
H -0.293 -6.000 -1.047
C -1.996 -4.461 0.664
C -1.004 -5.287 -1.476
N -1.245 -4.189 -0.559
H -2.055 -3.549 1.259
C -0.722 -2.987 -0.813
O -0.685 -2.020 -0.015
H -0.571 -4.866 -2.388
H -0.266 -2.888 -1.829
H -3.011 -4.789 0.402
H -1.943 -5.805 -1.698
C 0.116 1.001 2.721
N 0.668 -0.242 2.092
C 0.064 -1.382 2.841
N 0.410 -1.358 4.283
C -0.091 -0.088 4.863
N 0.449 1.093 4.166
C 1.920 1.045 4.307
N 2.513 -0.189 3.730
C 2.154 -0.259 2.305
C 1.888 -1.345 4.412
H -0.986 1.000 2.639
H 0.535 1.891 2.230
H 0.417 -2.337 2.431
H -1.038 -1.340 2.780
H 0.243 -0.045 5.912
H -1.186 -0.065 4.782
H 2.317 1.925 3.788
H 2.156 1.059 5.379
H 2.578 -1.187 1.886
H 2.610 0.597 1.788
H 2.127 -1.278 5.482
H 2.271 -2.274 3.971


10.
10
Properties=species:S:1:pos:R:3 method="wB97M-V/def2-TZVPD" max_force_ev_per_a=6.00 gap_ev=9.73 lumo_ev=-0.1 e_above_lowest_ev=1.8181 multiplicity=1 total_energy_ev=-11147.4541
C 1.071 -0.623 -0.368
N 0.967 0.547 -1.106
N -0.111 1.287 -0.824
C -0.824 0.563 0.068
N -1.993 0.622 0.781
N -1.970 -0.424 1.573
O -0.791 -1.148 1.467
C -0.057 -0.541 0.441
H 2.030 -1.103 -0.376
H 1.679 0.820 -1.655


11.
9
Properties=species:S:1:pos:R:3 method="wB97M-V/def2-TZVPD" max_force_ev_per_a=2.83 gap_ev=9.58 lumo_ev=-0.7 e_above_lowest_ev=3.3568 multiplicity=1 total_energy_ev=-30405.6047
O 0.347 -0.539 -1.064
Si 1.549 -1.125 -1.768
H 2.160 -2.316 -1.515
H 2.150 -0.775 -3.107
Si -1.189 0.770 1.566
Cl -2.023 2.281 0.444
H 0.345 0.811 1.500
H -1.701 1.432 2.736
H -1.638 -0.539 1.207


12.
9
Properties=species:S:1:pos:R:3 method="wB97M-V/def2-TZVPD" max_force_ev_per_a=4.41 gap_ev=10.12 lumo_ev=0.6 e_above_lowest_ev=3.0356 multiplicity=1 total_energy_ev=-16617.4490
C -0.991 0.407 -0.010
N -0.208 -0.684 0.463
N 1.289 -0.816 -0.318
Cl 2.413 0.447 0.182
H -1.771 0.675 0.862
H -0.439 1.357 -0.265
H -1.501 0.016 -1.004
H 0.168 -0.545 1.394
H 1.040 -0.858 -1.304


Please write out number 3 again, unchanged.
16
Properties=species:S:1:pos:R:3 method="wB97M-V/def2-TZVPD" max_force_ev_per_a=6.54 gap_ev="7.87 / 7.87" lumo_ev="0.0 / 0.0" e_above_lowest_ev=3.6323 multiplicity=1 total_energy_ev=-24317.7128
C -1.464 1.785 0.620
C -0.945 1.074 1.630
C 0.173 -0.219 0.219
C 1.023 -1.359 0.282
C 0.142 0.396 -2.205
N -1.121 1.547 -0.653
N -0.211 0.490 -0.823
N 1.175 -1.882 1.489
O 1.554 -1.788 -0.716
Cl -1.019 0.897 3.262
H -2.301 2.454 0.784
H -0.354 -0.512 -2.562
H -0.173 1.297 -2.828
H 1.112 0.254 -2.366
H 0.651 -1.670 2.289
H 1.759 -2.763 1.578